DFT (ωB97M-V with the def2-TZVPD basis set) results for a molecular structure, C3H8N3O at a distorted geometry.

Each line ends with the natural charge from an NBO analysis.
CARTESIAN COORDINATES (ANGSTROEM)
C -0.963 0.168 0.188  0.61
C -1.391 -1.776 -0.355  -0.28
C -0.174 -0.898 -0.403  0.19
N -1.996 -0.640 0.309  -0.51
N 1.008 -0.971 -0.788  -0.57
N 1.830 2.013 0.439  -0.92
O -0.661 1.325 0.445  -0.63
H -1.757 -2.102 -1.338  0.23
H -1.546 -2.708 0.311  0.23
H -2.933 -0.455 0.648  0.44
H 1.422 -1.908 -1.144  0.40
H 2.460 1.616 -0.247  0.45
H 0.890 1.392 0.492  0.48
H 1.294 2.789 0.235  0.44
H 2.515 2.157 1.207  0.44

- charge = +1
- E_LUMO (eV) = -3.69
- HOMO (eV) = -14.2
- spin multiplicity = 1
- gap between HOMO and LUMO (eV) = 10.52



DFT (ωB97M-V with the def2-TZVPD basis set) results for 2 unconnected molecules or ions with the total composition C3H8N3O at a distorted geometry.

Each line ends with the natural charge from an NBO analysis.
CARTESIAN COORDINATES (ANGSTROEM)
C -0.689 0.629 0.792  -0.12
C 0.896 0.647 -0.675  -0.12
C -0.680 0.333 -0.809  0.23
N -1.368 0.476 -1.809  0.30
N -0.940 -1.847 -0.133  -1.08
N 0.727 0.679 0.729  -0.63
O -1.906 0.261 -2.826  -0.08
H -1.135 1.650 1.053  0.24
H -1.157 -0.198 1.368  0.22
H 1.409 -0.208 -1.180  0.24
H 1.022 1.570 -1.164  0.22
H -0.498 -2.710 0.125  0.40
H -1.645 -1.703 0.621  0.38
H 1.180 1.524 1.203  0.41
H -1.407 -2.399 -1.081  0.40

- charge = +1
- E_LUMO (eV) = -6.68
- HOMO (eV) = -14.1
- spin multiplicity = 1
- gap between HOMO and LUMO (eV) = 7.44



DFT (ωB97M-V with the def2-TZVPD basis set) results for a gas-phase ion, C3H8N3O (charge +1) at a distorted geometry.

Each line ends with the natural charge from an NBO analysis.
CARTESIAN COORDINATES (ANGSTROEM)
C 1.024 0.928 -0.232  -0.22
C -0.479 1.057 0.346  -0.30
C 0.715 -1.370 -0.192  0.07
N 1.564 -0.376 0.132  -0.62
N -2.520 0.206 -0.245  -0.17
N -1.359 -0.028 0.097  0.31
O -0.763 -1.286 0.220  -0.34
H 1.058 1.105 -1.317  0.24
H 1.600 1.734 0.289  0.26
H -0.491 1.050 1.368  0.24
H -0.937 2.027 0.063  0.27
H 0.565 -1.484 -1.316  0.19
H 0.894 -2.348 0.235  0.24
H 2.177 -0.509 1.048  0.43
H -3.047 -0.707 -0.495  0.39

- charge = +1
- E_LUMO (spin up / spin down) (eV) = -5.49 / -5.49
- HOMO (spin up / spin down) (eV) = -14.5 / -14.5
- spin multiplicity = 1
- SMILES = [H]/N=[N+]1/CCNCO1
- gap between HOMO and LUMO (spin up / spin down) (eV) = 9.05 / 9.05



DFT (ωB97M-V with the def2-TZVPD basis set) results for 2 unconnected molecules or ions with the total composition C3H8N3S at a distorted geometry.

Each line ends with the natural charge from an NBO analysis.
CARTESIAN COORDINATES (ANGSTROEM)
C -2.372 -0.686 0.142  0.09
C -0.225 0.854 0.209  -0.78
C -0.669 -0.264 0.860  0.39
N -2.694 0.332 -0.547  -0.51
N -0.033 -0.890 1.858  -0.68
N 2.125 0.360 -1.503  -1.06
S -1.705 1.580 -0.746  0.61
H -2.587 -1.779 0.170  0.26
H -0.082 1.660 0.887  0.31
H 0.721 0.917 -0.445  0.39
H -0.415 -1.821 2.046  0.43
H 0.881 -0.662 2.232  0.43
H 1.594 -0.346 -1.968  0.37
H 2.828 -0.150 -1.002  0.37
H 2.633 0.896 -2.192  0.39

- charge = +1
- E_LUMO (eV) = -4.69
- HOMO (eV) = -13.2
- spin multiplicity = 1
- gap between HOMO and LUMO (eV) = 8.51



DFT (ωB97M-V with the def2-TZVPD basis set) results for a gas-phase ion, C3H8N3S (charge +1) at a distorted geometry.

Each line ends with the natural charge from an NBO analysis.
CARTESIAN COORDINATES (ANGSTROEM)
C 0.411 0.395 -0.836  0.59
C -0.750 -0.805 1.000  -0.02
C -1.909 -1.276 1.421  -0.31
N -0.616 -0.238 -0.281  -0.49
N 1.587 0.689 -0.250  -0.72
N 0.256 0.829 -2.096  -0.76
S 2.378 0.132 1.199  0.26
H 0.151 -0.843 1.589  0.22
H 2.125 1.234 1.932  0.13
H -2.809 -1.230 0.825  0.19
H -2.001 -1.720 2.394  0.22
H -1.453 -0.329 -0.848  0.43
H 2.240 1.173 -0.855  0.42
H -0.600 0.680 -2.606  0.42
H 0.992 1.309 -2.589  0.42

- charge = +1
- E_LUMO (spin up / spin down) (eV) = -3.28 / -6.44
- HOMO (spin up / spin down) (eV) = -9.2 / -14.1
- spin multiplicity = 3
- gap between HOMO and LUMO (spin up / spin down) (eV) = 5.94 / 7.67



DFT (ωB97M-V with the def2-TZVPD basis set) results for a single C3H8N4 molecule at a distorted geometry.

Each line ends with the natural charge from an NBO analysis.
CARTESIAN COORDINATES (ANGSTROEM)
C -0.725 -0.407 0.642  -0.13
C 0.489 1.571 -0.221  -0.43
N 0.447 0.111 -0.073  -0.38
C 2.202 -1.162 -0.408  -0.27
N 1.799 -0.477 0.578  -0.33
N -1.942 -0.058 -0.092  -0.14
N -2.766 -0.978 -0.116  -0.30
H -3.590 -0.637 -0.634  0.32
H -0.615 -1.487 0.758  0.22
H -0.780 0.071 1.625  0.21
H 0.594 2.033 0.763  0.21
H -0.421 1.925 -0.702  0.23
H 1.354 1.820 -0.832  0.22
H 0.850 -0.559 -1.006  0.39
H 3.103 -1.766 -0.282  0.17

- E_LUMO (eV) = 0.39
- HOMO (eV) = -8.0
- spin multiplicity = 1
- gap between HOMO and LUMO (eV) = 8.43



DFT (ωB97M-V with the def2-TZVPD basis set) results for 2 unconnected molecules or ions with the total composition C3H8N4 at a distorted geometry.

Each line ends with the natural charge from an NBO analysis.
CARTESIAN COORDINATES (ANGSTROEM)
C 2.871 0.240 0.066  0.66
C -1.940 0.836 -0.918  -0.41
C -0.864 -1.088 0.256  0.30
N 3.367 -0.280 1.034  -0.74
N -0.363 -1.526 1.318  -0.70
N 2.221 0.943 -0.637  -0.75
N -1.948 -0.196 0.117  -0.63
H -2.890 0.765 -1.496  0.20
H -1.701 1.826 -0.527  0.20
H -1.192 0.487 -1.652  0.20
H -0.366 -1.237 -0.686  0.15
H 3.416 -1.296 1.331  0.43
H -0.807 -1.170 2.172  0.33
H 2.484 1.593 -1.374  0.41
H -2.287 0.102 0.996  0.37

- E_LUMO (eV) = 0.93
- HOMO (eV) = -9.0
- spin multiplicity = 1
- SMILES = [H]/N=C\NC.N=C=N
- gap between HOMO and LUMO (eV) = 9.92



DFT (ωB97M-V with the def2-TZVPD basis set) results for a single C3H8N4 molecule.

Each line ends with the natural charge from an NBO analysis.
CARTESIAN COORDINATES (ANGSTROEM)
C 0.772 0.956 -1.271  -0.70
C 0.128 -1.162 0.704  0.57
C -0.419 0.855 -0.367  0.52
N 0.064 -1.602 2.011  -0.83
N -1.308 1.874 -0.461  -0.79
N -0.654 -0.043 0.513  -0.60
N 0.794 -1.710 -0.232  -0.79
H -0.676 -1.214 2.571  0.39
H 0.300 -2.563 2.193  0.38
H -2.177 1.785 0.036  0.40
H -1.264 2.509 -1.238  0.39
H 1.261 -2.568 0.049  0.33
H 0.539 0.459 -2.211  0.25
H 1.027 1.996 -1.464  0.21
H 1.613 0.428 -0.833  0.26

- E_LUMO (eV) = 1.04
- HOMO (eV) = -8.6
- spin multiplicity = 1
- SMILES = [H]/N=C(N)/N=C(\C)N
- gap between HOMO and LUMO (eV) = 9.67



DFT (ωB97M-V with the def2-TZVPD basis set) results for a molecular structure, C3H8N4 at a distorted geometry.

Each line ends with the natural charge from an NBO analysis.
CARTESIAN COORDINATES (ANGSTROEM)
C 1.435 -0.430 -0.161  -0.46
C 1.128 1.091 -0.397  -0.22
C 0.241 -1.233 0.394  -0.27
N -2.964 -0.601 -0.222  -0.50
N -2.162 0.313 -0.055  0.03
N -0.085 1.357 0.317  -0.42
N -0.923 0.242 0.158  -0.09
H 1.796 -0.893 -1.164  0.22
H 2.131 -0.429 0.575  0.20
H 1.965 1.657 0.117  0.22
H 0.845 1.211 -1.480  0.21
H -0.047 -1.999 -0.273  0.21
H 0.424 -1.571 1.408  0.20
H -3.823 -0.204 -0.627  0.33
H 0.039 1.488 1.409  0.34

- E_LUMO (eV) = 0.89
- HOMO (eV) = -8.2
- spin multiplicity = 1
- gap between HOMO and LUMO (eV) = 9.08



Energy relative to the best compared isomer or geometry (same formula, charge and spin)? In order: 1.717; 7.328; 4.757; 2.609; 0.755; 6.066; 2.081; 0.000; 5.625 eV.